(1)
A structure of composition C35H37Br42F4N5O3S2, computed with ωB97M-V/def2-TZVPD.

The geometry in XYZ format:
```
128
Properties=species:S:1:pos:R:3:forces:R:3:mulliken_charge:R:1
C 5.3898 -1.5601 -2.8341 -0.39 -0.30 0.64 -1.39
C 4.2598 -1.7011 -1.8123 0.67 0.50 -0.74 -0.12
N 3.0145 -2.0576 -2.4995 0.17 -0.07 0.76 0.42
C 2.1962 -0.8954 -2.8747 -0.23 0.08 -1.16 0.20
C 2.0275 -0.7579 -4.3885 0.03 -0.36 0.33 -1.52
C 2.2540 -3.0192 -1.8280 -0.51 -0.12 0.09 -0.28
S 1.9866 -3.0637 -0.2407 0.20 0.14 0.32 0.02
S 1.5592 -4.3486 -2.8313 -0.08 -0.33 -0.54 -0.18
C 0.0262 -3.6291 -3.5082 -0.32 0.30 1.09 -0.49
C -1.2008 -3.8636 -2.5927 0.83 0.75 -0.90 -0.36
C -2.3188 -2.9183 -3.0419 -0.30 -0.67 0.17 -1.90
C -3.5562 -2.7656 -2.0917 0.00 -0.41 -0.64 3.32
C -3.5603 -3.9440 -1.2211 -0.28 0.61 0.73 -1.20
N -3.5954 -4.7627 -0.4212 0.14 -0.44 -0.02 -0.35
C -4.7713 -2.8609 -3.0278 -0.27 -0.01 0.21 -1.90
O -5.9380 -2.2824 -2.4514 0.02 -0.15 -0.20 -0.25
C -7.1139 -2.7758 -2.8846 -0.17 0.26 0.11 1.03
F -7.4806 -3.8611 -2.2072 -0.04 -0.15 -0.04 -0.21
F -7.0779 -3.1040 -4.1858 -0.02 -0.03 -0.09 -0.29
F -8.0477 -1.8380 -2.7171 0.12 -0.12 0.06 -0.26
C -3.5125 -1.4588 -1.2342 0.51 0.04 0.11 3.49
C -2.1410 -1.2896 -0.7547 -0.10 -0.32 -0.15 -2.03
N -1.0813 -1.1038 -0.3741 0.84 0.00 0.20 -0.30
C -4.3826 -1.4606 0.0338 -0.46 0.59 0.61 -0.98
O -5.3524 -2.1106 0.1955 -0.35 -0.57 -0.16 -0.25
N -3.9515 -0.5291 1.0469 0.23 0.17 -1.06 0.02
C -3.3237 -1.0704 2.1457 0.21 0.12 0.58 0.49
O -2.2836 -0.7487 2.6050 0.26 0.39 0.20 -0.49
F -4.0571 -2.0219 2.6816 -0.36 -0.64 0.15 -0.18
C -3.8373 -0.1994 -2.0188 0.04 -0.07 -0.15 0.41
C -2.8624 0.4928 -2.7017 0.26 -0.67 0.31 -0.81
C -3.1996 1.6348 -3.3612 0.67 1.04 -0.94 -0.96
N -4.4091 2.1655 -3.4513 0.10 -0.48 0.40 -0.29
C -5.3172 1.4750 -2.7787 -1.05 0.86 -0.34 -1.02
C -5.0997 0.3360 -2.0550 -0.19 -0.45 0.48 -0.08
H 6.2669 -1.1674 -2.3345 0.28 0.22 0.00 0.35
H 5.0846 -0.9059 -3.6361 0.08 0.21 -0.33 0.28
H 5.6307 -2.5433 -3.2121 0.09 -0.19 -0.39 0.34
H 4.5431 -2.4620 -1.1025 -0.16 -0.30 0.28 0.52
H 4.1778 -0.7538 -1.2866 -0.31 0.10 0.32 -0.08
H 1.2083 -0.9722 -2.4315 -0.14 -0.03 0.36 -0.21
H 2.6422 0.0150 -2.4951 0.18 0.13 0.37 0.50
H 2.8719 -0.2658 -4.8487 0.22 0.17 -0.15 0.47
H 1.9566 -1.7526 -4.8094 -0.08 -0.20 -0.25 0.31
H 1.1174 -0.2180 -4.6185 -0.17 0.28 -0.15 0.32
H -0.1519 -4.0442 -4.4861 0.16 -0.15 -0.43 0.50
H 0.1753 -2.5607 -3.5949 0.13 0.21 -0.28 -0.14
H -1.4972 -4.8890 -2.7514 -0.25 -0.38 0.50 0.42
H -0.8707 -3.6817 -1.5826 -0.13 -0.11 0.51 0.48
H -1.9352 -1.9505 -3.3260 0.09 0.40 0.05 0.22
H -2.7159 -3.3607 -3.9483 -0.07 0.04 -0.39 0.77
H -4.5595 -2.3887 -3.9765 0.07 0.43 -0.17 0.47
H -4.9411 -3.9103 -3.2253 -0.02 -0.36 -0.10 0.63
H -3.4007 0.2336 0.6716 0.22 0.00 0.09 0.35
H -1.8445 0.1586 -2.7130 0.41 -0.01 0.04 0.85
H -2.4088 2.1650 -3.8598 0.19 0.26 -0.27 0.33
H -6.3210 1.8594 -2.8096 -0.32 0.21 -0.04 0.46
H -5.9123 -0.1223 -1.5285 -0.29 -0.06 0.11 0.61
C 1.4941 2.6018 0.4128 0.05 -0.08 0.12 -0.20
Br 2.6920 3.8559 -0.4256 -0.15 -0.14 -0.01 0.06
Br -0.0925 2.3294 -0.6450 0.01 -0.04 -0.04 -0.08
Br 2.3986 0.9583 0.8378 -0.10 -0.03 -0.07 0.24
H 1.1788 3.0435 1.3474 -0.04 0.02 0.02 0.08
C 0.2264 0.5460 5.5900 0.00 0.07 -0.03 -0.13
Br 0.8723 2.2568 4.9825 0.01 -0.15 0.08 0.15
Br 1.5815 -0.4150 6.5545 -0.07 0.02 0.12 -0.04
Br -1.4001 0.7102 6.6062 0.03 0.00 0.01 -0.06
H -0.0087 -0.0323 4.7130 -0.08 -0.09 -0.16 0.14
C -1.6436 4.4626 7.9479 0.03 -0.02 -0.01 -0.12
Br 0.0493 3.9685 8.7080 0.01 0.01 0.01 0.00
Br -2.9144 4.9671 9.3016 0.03 0.00 -0.03 -0.04
Br -1.4449 5.8339 6.6111 0.02 -0.01 0.00 0.01
H -2.0339 3.5875 7.4501 -0.01 -0.04 -0.04 0.11
C 3.4140 5.8315 2.4941 0.10 0.09 0.00 0.06
Br 1.9116 5.0101 3.3774 0.02 0.18 -0.06 -0.06
Br 2.9587 7.5572 1.7740 0.05 -0.02 0.06 0.18
Br 4.9626 5.9126 3.6329 -0.04 -0.01 -0.01 -0.01
H 3.6706 5.1978 1.6575 -0.01 -0.03 0.00 -0.11
C 5.5985 0.1058 2.9619 0.07 0.15 -0.12 -0.28
Br 7.3822 0.2844 3.6577 0.01 -0.05 0.00 -0.05
Br 5.5780 -0.9156 1.3237 0.00 0.18 0.18 0.10
Br 4.3717 -0.5357 4.2911 -0.01 -0.09 -0.11 0.02
H 5.2585 1.0970 2.7007 0.02 0.05 -0.03 0.27
C -0.1248 -6.4966 2.0334 0.07 0.08 -0.02 -0.37
Br 1.4640 -6.6047 3.1170 -0.05 -0.07 -0.06 -0.05
Br -1.3366 -5.1664 2.7103 -0.03 0.03 -0.07 0.02
Br 0.3085 -6.1963 0.1753 -0.04 -0.09 0.16 0.05
H -0.6265 -7.4489 2.0982 -0.03 -0.06 0.02 0.30
C 5.5413 -4.9203 3.2851 -0.02 -0.03 0.00 -0.34
Br 4.1311 -3.9823 2.3791 0.07 -0.14 -0.03 0.16
Br 5.4914 -6.8090 2.9085 -0.02 0.01 0.00 -0.06
Br 7.2846 -4.1814 2.9163 -0.11 0.05 0.00 -0.03
H 5.3662 -4.8035 4.3437 0.03 0.00 0.05 0.35
C 6.0313 6.6592 -0.3594 0.01 -0.01 0.04 -0.07
Br 7.2256 7.9711 -1.0970 -0.03 -0.05 0.01 -0.04
Br 4.4836 6.4025 -1.4754 0.15 0.17 -0.16 -0.04
Br 6.9201 4.9909 -0.0015 -0.03 0.01 0.00 0.00
H 5.6779 7.0431 0.5879 -0.02 0.03 0.03 0.08
C -3.7236 5.5797 -6.0065 -0.08 -0.08 -0.03 -0.35
Br -2.2765 4.8678 -4.9594 0.10 0.07 -0.01 0.00
Br -3.0930 6.4288 -7.6125 0.01 -0.03 0.03 -0.03
Br -5.0428 4.2323 -6.3817 0.01 0.06 -0.05 -0.02
H -4.1992 6.3410 -5.4081 -0.03 0.03 0.03 0.39
C 2.3707 10.4034 4.8151 0.07 -0.02 -0.01 -0.35
Br 3.7881 9.3182 5.5268 -0.04 -0.01 -0.03 -0.01
Br 2.9603 11.4494 3.3129 0.00 -0.02 0.15 -0.01
Br 0.8225 9.3413 4.3798 -0.06 0.02 0.00 -0.03
H 2.0724 11.0929 5.5891 -0.02 0.03 0.04 0.37
C 10.1946 -2.1180 0.5037 0.07 0.02 0.00 -0.25
Br 10.4273 -2.4226 2.3914 -0.02 0.04 -0.04 -0.07
Br 9.3702 -0.4193 0.1461 0.00 -0.02 0.02 -0.01
Br 11.8598 -2.3017 -0.4432 -0.02 -0.01 0.01 -0.04
H 9.5307 -2.8859 0.1362 -0.05 -0.02 0.00 0.31
C -0.0031 10.0408 0.2258 -0.01 -0.02 0.02 -0.15
Br -1.2503 11.2997 -0.5216 0.03 -0.03 0.01 -0.05
Br -0.2785 8.2658 -0.4653 0.00 0.03 0.00 0.02
Br 1.8158 10.6185 -0.0162 -0.03 -0.08 -0.20 -0.06
H -0.1831 10.0024 1.2904 0.01 0.00 0.05 0.18
C -4.2589 -8.9866 0.2814 0.01 -0.01 -0.11 -0.37
Br -5.5258 -8.0196 -0.8014 0.09 -0.15 -0.01 -0.04
Br -4.3135 -10.8745 -0.0897 -0.01 -0.01 0.01 -0.04
Br -2.4813 -8.2810 0.0700 -0.11 0.01 -0.06 0.04
H -4.5476 -8.8559 1.3133 -0.01 0.05 0.03 0.38
C -8.0729 -4.8468 1.6425 0.09 0.02 -0.05 -0.32
Br -8.0114 -5.2595 3.5229 -0.01 0.02 -0.02 -0.07
Br -8.9733 -3.1733 1.3135 0.00 -0.01 0.01 -0.09
Br -6.3252 -4.8722 0.8525 -0.18 -0.18 0.26 0.10
H -8.6582 -5.6189 1.1675 -0.06 -0.02 0.00 0.36
```
Positions in Å, forces in eV/Å.

Summary:
multiplicity	1
frontier orbital gap	7.75	eV
HOMO energy	-8.4	eV
DFT total energy	-3024807.648	eV


(2)
A structure of composition C35H37CrN8PS2Se2, computed with ωB97M-V/def2-TZVPD.

The geometry in XYZ format:
```
86
Properties=species:S:1:pos:R:3:forces:R:3:mulliken_charge:R:1
Cr 1.1530 0.0728 0.5446 -0.85 0.00 -0.12 0.62
Se -1.1641 1.0583 1.6465 0.74 -0.17 0.15 -0.44
P -2.0801 -0.6961 0.8312 -0.34 -0.24 -0.03 0.34
Se -0.5819 -2.1541 0.3172 0.26 0.13 -0.07 -0.68
C -3.1510 -0.3137 -0.5855 -0.06 0.10 -0.03 0.98
C -3.8503 0.8912 -0.5982 0.02 -0.02 -0.03 -0.50
C -4.7451 1.1637 -1.6219 0.02 -0.03 0.00 -0.66
C -4.9497 0.2331 -2.6324 0.02 0.01 0.04 -0.50
C -4.2507 -0.9653 -2.6233 0.02 0.01 0.01 -0.67
C -3.3482 -1.2372 -1.6051 -0.03 -0.01 0.01 -0.32
C -3.2438 -1.4616 2.0085 0.00 -0.02 0.05 0.93
C -3.8412 -2.6762 1.6708 0.00 0.03 -0.02 -0.45
C -4.7418 -3.2734 2.5357 0.02 0.01 0.01 -0.71
C -5.0509 -2.6641 3.7474 0.01 0.01 -0.02 -0.43
C -4.4541 -1.4616 4.0893 0.06 0.02 -0.04 -0.60
C -3.5489 -0.8585 3.2208 -0.04 -0.01 0.01 -0.39
H -3.6794 1.6197 0.1854 0.01 0.01 -0.01 0.27
H -5.2790 2.1054 -1.6333 0.02 -0.01 0.00 0.42
H -5.6476 0.4472 -3.4322 0.02 0.00 0.00 0.40
H -4.3971 -1.6848 -3.4195 0.00 0.01 0.01 0.41
H -2.7826 -2.1612 -1.6042 0.01 0.00 -0.02 0.25
H -3.5940 -3.1558 0.7309 0.00 -0.01 0.00 0.33
H -5.1995 -4.2181 2.2704 0.00 0.02 -0.01 0.39
H -5.7573 -3.1307 4.4225 0.02 0.00 0.00 0.37
H -4.6836 -0.9913 5.0370 -0.01 0.01 -0.02 0.40
H -3.0740 0.0782 3.4846 0.01 -0.01 0.02 0.30
S 2.4860 1.6839 1.4754 -0.15 -0.10 -0.15 -0.58
C 1.7621 3.0132 0.5551 0.22 0.30 0.04 0.55
N 2.1499 4.2400 0.9162 -0.29 -0.28 0.13 -1.08
N 1.5490 5.3094 0.3464 -0.05 0.03 -0.41 0.19
C 0.2322 5.5655 -0.0672 0.26 -0.02 0.18 0.85
C 0.0275 6.7346 -0.8037 -0.04 0.04 -0.08 -0.58
C -1.2466 7.1177 -1.1889 0.02 -0.02 0.00 -0.47
C -2.3475 6.3441 -0.8464 0.03 0.01 0.01 -0.71
C -2.1437 5.1879 -0.1050 0.03 -0.05 0.01 -0.38
C -0.8739 4.7932 0.2864 -0.08 0.03 0.06 -0.24
N 0.9823 2.7838 -0.4813 0.00 -0.25 -0.04 -0.47
N 0.7464 1.4982 -0.7892 0.05 0.31 -0.82 0.54
C 0.0475 1.3703 -2.0023 0.02 0.10 0.34 0.12
C -0.1620 0.1077 -2.5600 0.01 -0.08 -0.07 0.74
C -0.8250 -0.0446 -3.7703 0.00 0.01 0.05 -0.56
C -1.3047 1.0592 -4.4593 0.00 0.02 0.04 -1.11
C -1.1206 2.3201 -3.8987 0.03 -0.02 0.03 -0.68
C -0.4628 2.4836 -2.6916 -0.01 0.03 -0.09 -0.43
H 2.1393 6.1220 0.3910 -0.05 0.00 0.11 0.23
H 0.8837 7.3401 -1.0821 -0.02 -0.01 0.00 0.33
H -1.3767 8.0248 -1.7663 0.01 0.00 0.01 0.36
H -3.3447 6.6412 -1.1438 0.01 -0.01 -0.01 0.41
H -2.9883 4.5712 0.1806 0.01 0.01 0.00 0.37
H -0.7510 3.8911 0.8630 0.01 -0.02 0.01 0.32
H 0.1792 -0.7634 -2.0221 -0.09 0.01 -0.01 -0.28
H -0.9807 -1.0421 -4.1668 0.01 0.01 0.02 0.48
H -1.8273 0.9419 -5.4004 0.01 0.00 0.01 0.38
H -1.4995 3.1972 -4.4104 -0.01 0.00 0.02 0.43
H -0.3372 3.4677 -2.2661 0.01 0.01 0.00 0.46
N 1.9845 -1.1617 1.9408 0.17 -0.10 0.33 -0.02
C 2.9420 -1.5654 2.4444 0.09 -0.05 0.24 0.47
N 4.0221 -2.0192 3.0163 0.12 -0.04 -0.11 0.05
C 4.3845 -1.6357 4.3891 -0.05 -0.05 -0.08 -0.77
C 4.1775 -2.8183 5.3241 0.01 -0.04 -0.01 -0.56
C 4.9136 -4.0577 4.8096 -0.03 0.05 -0.03 -0.64
C 4.4982 -4.3876 3.3744 0.00 -0.01 0.02 -0.55
C 4.7284 -3.1896 2.4658 -0.11 0.13 0.14 -0.67
H 3.7944 -0.7692 4.6782 -0.03 0.01 -0.03 0.42
H 5.4365 -1.3398 4.3741 0.01 0.03 -0.01 0.31
H 3.1067 -3.0302 5.3953 0.00 0.01 0.02 0.29
H 4.5270 -2.5474 6.3218 -0.01 -0.02 0.01 0.35
H 4.7128 -4.9068 5.4634 0.02 -0.01 0.00 0.31
H 5.9939 -3.8763 4.8398 -0.01 -0.01 0.01 0.31
H 3.4352 -4.6461 3.3510 0.02 -0.04 -0.02 0.29
H 5.0560 -5.2448 2.9927 0.00 -0.01 0.02 0.35
H 4.3888 -3.3527 1.4451 -0.05 0.01 0.00 0.38
H 5.7902 -2.9322 2.4331 0.02 -0.01 -0.04 0.29
C 3.2497 -0.5784 -4.1831 -0.12 -0.06 0.00 -0.91
N 2.4603 -1.6845 -3.6559 0.21 0.05 -0.15 0.34
C 1.7008 -2.5516 -4.4241 0.05 0.11 0.09 -0.35
C 1.0319 -3.3548 -3.5754 0.02 0.09 0.11 -0.61
N 1.4091 -2.9700 -2.3031 -0.07 -0.22 0.03 0.30
C 2.2748 -1.9395 -2.3436 -0.12 0.18 -0.09 -0.12
S 2.9830 -1.1080 -1.0360 -0.08 0.10 0.21 -0.51
H 3.7917 -0.9151 -5.0638 0.00 -0.01 -0.01 0.37
H 3.9454 -0.2533 -3.4168 0.01 -0.01 0.03 0.33
H 2.5916 0.2510 -4.4405 -0.04 0.00 0.02 0.29
H 1.6992 -2.5071 -5.4983 0.02 0.01 0.02 0.46
H 0.3283 -4.1464 -3.7567 0.02 0.00 0.02 0.43
H 0.9918 -3.2869 -1.4413 0.03 0.00 -0.01 0.15
```
Positions in Å, forces in eV/Å.

Summary:
multiplicity	5
frontier orbital gap (spin up / spin down)	5.15 / 6.33	eV
HOMO energy (spin up / spin down)	-5.6 / -6.1	eV
DFT total energy	-238890.967	eV


(3)
A structure of composition C35H37FeN4, computed with ωB97M-V/def2-TZVPD.

The geometry in XYZ format:
```
77
Properties=species:S:1:pos:R:3:forces:R:3:mulliken_charge:R:1
C 0.9789 -7.6043 2.1125 -0.06 0.35 0.03 -0.42
C 2.2227 -6.9862 2.2578 -0.07 0.28 0.07 -0.50
C 2.3038 -5.6104 2.4797 -0.43 0.09 -0.01 -0.59
C 1.1343 -4.8360 2.5571 -0.07 0.18 -0.09 0.94
C 1.2559 -3.3368 2.8775 -0.70 0.65 -0.17 -1.52
N 0.0414 -2.5222 2.6282 0.79 -2.09 0.59 0.67
C -0.6120 -2.0214 3.8159 0.88 0.40 0.03 -0.68
C -2.0664 -1.6314 3.6428 -0.25 -0.34 0.23 -1.07
N -2.4662 -1.4602 2.2794 -0.43 -0.80 0.64 0.12
C -3.7748 -0.9098 2.1049 0.08 0.21 0.01 -1.05
C -4.1834 -0.9399 0.6549 -0.17 -0.32 -0.38 -0.70
N -3.1459 -0.4054 -0.1950 -1.38 0.79 -1.01 0.56
C -3.6202 -0.1459 -1.5752 0.01 -0.25 0.43 -1.49
C -3.1284 1.1295 -2.2607 -0.05 0.15 0.19 0.39
C -3.3159 1.2520 -3.6483 0.29 -0.01 0.47 -0.56
C -2.7358 2.3161 -4.3360 -0.10 -0.05 0.14 -0.60
C -1.9966 3.2788 -3.6472 -0.10 -0.06 0.24 -0.44
C -1.9160 3.2227 -2.2544 -0.48 -0.12 0.12 -0.12
C -2.5047 2.1648 -1.5493 -0.22 -0.04 -0.46 0.08
C -1.8707 -0.9173 0.0040 1.03 0.62 0.92 0.63
C -0.8243 -0.5485 -0.8468 -1.01 0.22 0.59 -1.76
N 0.4776 -0.5433 -0.4812 -1.64 -3.40 -0.02 0.08
C 0.7824 -1.4258 0.5114 -1.19 -0.05 1.02 -1.50
C -0.2037 -1.8524 1.4399 0.29 0.77 -0.86 -0.05
C -1.5613 -1.4668 1.2586 1.42 0.97 -1.31 0.87
C -0.1102 -5.4499 2.3829 0.25 -0.19 0.02 -0.13
C -0.1837 -6.8337 2.1686 0.26 0.37 0.06 -0.64
H 0.9179 -8.6757 1.9485 0.01 0.11 0.00 0.35
H 3.1363 -7.5711 2.1978 -0.13 0.03 0.00 0.36
H 3.2695 -5.1060 2.5904 -0.27 -0.28 -0.05 0.37
H 1.4419 -3.2322 3.9589 0.22 -0.11 -0.35 0.47
H 2.1376 -2.9235 2.3548 -0.34 -0.10 0.21 0.33
H -0.5172 -2.7912 4.5886 -0.11 0.25 0.00 0.47
H -0.0710 -1.1185 4.1412 0.04 -0.07 0.28 0.28
H -2.7071 -2.3829 4.1146 -0.12 -0.12 -0.03 0.41
H -2.2273 -0.7082 4.2151 -0.08 0.15 -0.04 0.34
H -4.4812 -1.4906 2.7078 -0.10 0.01 -0.01 0.41
H -3.8087 0.1285 2.4673 -0.01 0.06 0.03 0.40
H -4.4240 -1.9682 0.3412 -0.13 -0.11 0.19 0.35
H -5.0843 -0.3314 0.5295 0.09 -0.10 0.03 0.50
H -3.3604 -1.0199 -2.2046 -0.11 0.31 0.02 0.35
H -4.7218 -0.1039 -1.5232 0.36 -0.06 -0.02 0.53
H -3.9078 0.4919 -4.1692 0.35 0.20 0.06 0.38
H -2.8566 2.3884 -5.4140 0.05 0.00 0.14 0.39
H -1.4919 4.0762 -4.1885 -0.13 -0.11 0.12 0.44
H -1.4044 3.9997 -1.6901 0.03 -0.12 -0.24 0.33
H -2.4805 2.1389 -0.4528 0.21 -0.17 -0.50 0.24
H -1.2017 -0.1770 -1.8002 0.91 0.14 0.21 0.82
H 1.7973 -1.8508 0.5602 -0.27 0.66 0.07 0.12
H -1.0159 -4.8363 2.4106 0.34 -0.20 -0.02 0.27
H -1.1576 -7.2958 2.0431 0.10 -0.02 -0.01 0.37
C 0.7905 1.2727 -2.1078 -0.44 -0.97 -1.25 -1.87
C 1.8526 0.7382 -1.2054 2.39 0.83 -0.46 -0.61
C 2.8352 1.7651 -0.6595 -0.98 -0.56 0.83 1.19
C 4.2003 2.2590 -0.9937 0.37 -0.97 0.76 -0.92
C 4.5318 3.3337 -0.0855 1.49 -1.72 -0.32 -0.50
C 3.4075 3.5757 0.7722 -1.42 -1.08 1.45 -0.85
C 2.3391 2.6756 0.3848 0.77 -0.35 1.56 -0.48
Fe 2.9138 3.7519 -1.1326 -0.31 -0.39 -0.59 -0.36
C 1.3876 4.9986 -1.3987 -0.05 1.20 -0.42 -0.78
C 1.5183 4.0936 -2.5155 -1.24 1.15 -1.09 -0.17
C 2.8593 4.1923 -3.0618 0.63 1.21 -0.51 -1.06
C 3.5499 5.2177 -2.3006 0.14 0.04 -2.09 -0.71
C 2.6414 5.7120 -1.2782 -1.62 1.04 0.18 -0.66
H 1.0595 2.0061 -2.8578 0.60 -0.33 0.51 0.86
H 0.3173 0.4866 -2.7254 0.27 -0.01 0.41 0.37
H -0.0172 1.6759 -1.4939 0.12 0.32 -0.09 0.30
H 2.1827 -0.2973 -1.3023 0.89 0.92 -0.95 0.55
H 4.8864 1.8312 -1.7226 -0.27 0.03 0.14 0.40
H 5.4939 3.8192 -0.0124 0.08 -0.07 0.06 0.46
H 3.3921 4.2629 1.6027 -0.01 0.06 0.10 0.47
H 1.3663 2.5298 0.8568 0.32 0.16 0.02 0.61
H 0.4693 5.1680 -0.8343 0.37 0.02 -0.10 0.35
H 0.6834 3.5742 -2.9755 0.27 0.59 0.02 1.25
H 3.2180 3.6578 -3.9455 -0.07 0.28 0.36 0.48
H 4.5412 5.6060 -2.5226 -0.25 0.00 0.07 0.41
H 2.8221 6.5366 -0.5941 0.03 -0.09 -0.21 0.47
```
Positions in Å, forces in eV/Å.

Summary:
multiplicity	5
charge	-1
frontier orbital gap (spin up / spin down)	2.12 / 3.14	eV
HOMO energy (spin up / spin down)	0.2 / -2.3	eV
DFT total energy	-77230.556	eV